Computed, not measured: a molecular structure, C4H10NO, with ωB97M-V with the def2-TZVPD basis set.

Summary:
**Energy relative to the best compared isomer or geometry (same formula, charge and spin)**: 452.9 kJ/mol
**Kohn-Sham gap**: 6.879 eV
**Charge**: -1
**HOMO**: -2.5 eV

XYZ file:
```
16
Properties=species:S:1:pos:R:3:mulliken_charge:R:1
C -0.2549 1.1190 0.8797 -0.08
O -0.1988 0.3202 1.9618 -0.76
C -0.4332 0.6233 -0.4901 0.27
C -0.9501 -0.8360 -0.3875 -0.31
C 0.0502 -1.7915 0.3685 -1.11
N -0.2515 1.3920 -1.6629 -0.91
H 2.4895 1.2029 -0.5586 0.04
H -0.5158 2.1927 1.0034 0.39
H 0.6175 0.5781 0.2729 -0.16
H -1.9688 -0.7350 -0.0108 0.24
H -1.1207 -1.1018 -1.4348 0.33
H 1.1082 -1.9342 0.0394 0.27
H -0.3534 -2.7732 0.3853 0.40
H 0.2679 -1.5783 1.4434 0.31
H 2.5122 1.3623 0.1892 -0.03
H -0.9984 1.9595 -1.9990 0.10
```


Computed, not measured: a molecular structure, C4H10AuBF4IN3O3, with ωB97M-V with the def2-TZVPD basis set.

Summary:
**Energy relative to the best compared isomer or geometry (same formula, charge and spin)**: 0.0 kJ/mol
**Multiplicity**: 3
**Kohn-Sham gap (spin up / spin down)**: 9.700 / 7.417 eV
**⟨S²⟩**: 2.007
**Charge**: +2
**HOMO (spin up / spin down)**: -17.1 / -17.5 eV

XYZ file:
```
27
Properties=species:S:1:pos:R:3:mulliken_charge:R:1
Au -0.0471 -0.2037 -0.0715 1.21
C -3.4069 -0.2248 -4.1131 -0.82
O -2.1719 0.2505 -3.5124 -0.29
C -1.7375 -0.1943 -2.3919 0.96
O -0.6562 0.2670 -1.9509 -0.53
N -2.4173 -1.1363 -1.7022 0.01
N -1.8723 -1.6019 -0.4973 -0.76
H -3.5005 0.3352 -5.0351 0.24
H -4.2498 -0.0032 -3.4596 0.39
H -3.3320 -1.2885 -4.3366 0.40
H -3.2836 -1.5365 -2.0329 0.25
H -1.4740 -2.5331 -0.6114 0.35
H -2.5773 -1.6167 0.2356 0.33
N 0.9162 1.4733 2.7027 -0.21
C 1.2056 0.1976 2.6357 1.03
O 0.7110 -0.6112 1.8086 -0.74
C 2.1600 -0.3684 3.6646 -1.17
I 4.1670 0.3474 3.3474 0.77
H 0.3675 1.9316 1.9880 0.21
H 1.3754 2.0886 3.3595 0.25
H 2.1974 -1.4490 3.5942 0.44
H 1.9092 -0.0401 4.6721 0.55
F 3.1211 2.1938 1.3193 -0.28
B 3.1996 1.2731 0.3166 0.29
F 3.9717 1.5281 -0.7354 -0.25
F 3.6023 -0.0372 0.9243 -0.42
F 1.8223 0.9586 -0.1181 -0.22
```


Computed, not measured: C3H10NOP in the gas phase, with ωB97M-V with the def2-TZVPD basis set.

Summary:
**Energy relative to the best compared isomer or geometry (same formula, charge and spin)**: 96.2 kJ/mol
**Structure (SMILES)**: CN(C)[P@H](C)=O
**Kohn-Sham gap**: 10.068 eV
**Charge**: 0
**HOMO**: -9.2 eV

XYZ file:
```
16
Properties=species:S:1:pos:R:3:mulliken_charge:R:1
C -1.1447 0.4711 1.5301 -0.99
C -1.4037 -0.1526 -0.8642 -0.99
C 1.8271 -0.6702 -0.9942 -0.95
N -0.5227 0.2464 0.2316 0.16
O 1.8176 0.2142 1.5102 -0.67
P 1.1321 0.4183 0.2526 0.50
H -2.0952 -0.1114 1.6856 0.34
H -0.4230 0.2563 2.3705 0.32
H -1.4812 1.4975 1.6945 0.31
H -1.3038 0.3955 -1.8732 0.32
H -1.4122 -1.2563 -0.9873 0.34
H -2.4769 -0.1495 -0.6665 0.38
H 1.6151 -1.7640 -0.7238 0.24
H 1.4340 -0.5629 -1.9683 0.39
H 2.9169 -0.4497 -0.8661 0.30
H 1.5208 1.6171 -0.3315 0.02
```


Computed, not measured: 2 unconnected molecules or ions with the total composition C4H8NO3, with ωB97M-V with the def2-TZVPD basis set.

Summary:
**Energy relative to the best compared isomer or geometry (same formula, charge and spin)**: 117.3 kJ/mol
**Kohn-Sham gap**: 8.571 eV
**Charge**: -1
**HOMO**: -4.7 eV

XYZ file:
```
16
Properties=species:S:1:pos:R:3:mulliken_charge:R:1
C 0.9413 1.3656 0.7339 -0.45
C -0.4831 1.8372 0.6035 0.43
O -0.7531 3.0010 0.8062 -0.56
N -1.3915 0.9671 -0.0122 -0.58
H 1.5139 1.8406 -0.0546 0.19
H 1.1463 0.3090 0.7864 -0.03
H -0.9960 0.3105 -0.6912 0.35
H -1.9981 0.3795 0.5661 0.28
H 1.2351 1.7640 1.7127 0.34
C 1.4341 -2.1252 0.1099 -1.07
C 0.1446 -1.6418 -0.6379 0.74
O 0.3425 -0.7441 -1.4920 -0.76
O -0.8901 -2.2895 -0.3746 -0.73
H 1.6210 -1.7152 1.1004 0.21
H 2.3197 -1.7996 -0.4533 0.32
H 1.4562 -3.2140 0.0541 0.31
```


Computed, not measured: C4H9NO in the gas phase, with ωB97M-V with the def2-TZVPD basis set.

Summary:
**Energy relative to the best compared isomer or geometry (same formula, charge and spin)**: 172.6 kJ/mol
**Structure (SMILES)**: C[C@H]1C[C@@]1(N)O
**Kohn-Sham gap**: 9.778 eV
**Charge**: 0
**HOMO**: -8.8 eV

XYZ file:
```
15
Properties=species:S:1:pos:R:3:mulliken_charge:R:1
C -0.2977 0.5538 -1.7029 -1.30
C -0.4897 -0.3255 -0.4977 0.07
C 0.6602 -1.1614 0.0291 -1.02
C 0.1387 0.0455 0.8015 0.70
O 1.0118 1.1434 0.8606 -0.59
N -0.6969 -0.0652 1.9632 -0.66
H 0.6728 1.0594 -1.6615 0.27
H -1.0702 1.3294 -1.7339 0.33
H -0.3499 -0.0289 -2.6275 0.35
H -1.4685 -0.7935 -0.4027 0.40
H 1.8861 0.7738 0.6946 0.35
H 0.4735 -2.1676 0.3915 0.30
H 1.5760 -1.0751 -0.5670 0.29
H -1.6642 0.1559 1.7515 0.25
H -0.3819 0.5560 2.7010 0.26
```


Computed, not measured: a gas-phase ion, C4H9N2 (charge +1), with ωB97M-V with the def2-TZVPD basis set.

Summary:
**Energy relative to the best compared isomer or geometry (same formula, charge and spin)**: 597.8 kJ/mol
**Kohn-Sham gap (spin up / spin down)**: 8.643 / 8.889 eV
**Charge**: +1
**HOMO (spin up / spin down)**: -13.4 / -13.3 eV

XYZ file:
```
15
Properties=species:S:1:pos:R:3:mulliken_charge:R:1
C 0.1267 0.1126 1.8356 -0.74
C 1.1006 -0.7072 -1.2352 -0.46
C -0.3765 1.1924 0.9418 -0.20
C -0.1883 -0.6249 -0.5599 -0.06
N -0.1520 -1.3789 -1.6417 -0.38
N -1.0315 0.5390 -0.2698 -0.06
H 1.2255 0.0170 1.9128 0.32
H -0.4682 -0.5304 2.4570 0.33
H 1.6253 0.0970 -1.7661 0.25
H 1.8105 -1.4176 -0.8779 0.30
H -1.0545 1.8696 1.5031 0.38
H 0.5030 1.7979 0.4534 0.27
H -0.0758 -2.3821 -1.6929 0.33
H -1.9250 0.1448 -0.0442 0.36
H -1.1198 1.2707 -1.0161 0.36
```


Copy entry 4 word for word.
Computed, not measured: 2 unconnected molecules or ions with the total composition C4H8NO3, with ωB97M-V with the def2-TZVPD basis set.

Summary:
**Energy relative to the best compared isomer or geometry (same formula, charge and spin)**: 117.3 kJ/mol
**Kohn-Sham gap**: 8.571 eV
**Charge**: -1
**HOMO**: -4.7 eV

XYZ file:
```
16
Properties=species:S:1:pos:R:3:mulliken_charge:R:1
C 0.9413 1.3656 0.7339 -0.45
C -0.4831 1.8372 0.6035 0.43
O -0.7531 3.0010 0.8062 -0.56
N -1.3915 0.9671 -0.0122 -0.58
H 1.5139 1.8406 -0.0546 0.19
H 1.1463 0.3090 0.7864 -0.03
H -0.9960 0.3105 -0.6912 0.35
H -1.9981 0.3795 0.5661 0.28
H 1.2351 1.7640 1.7127 0.34
C 1.4341 -2.1252 0.1099 -1.07
C 0.1446 -1.6418 -0.6379 0.74
O 0.3425 -0.7441 -1.4920 -0.76
O -0.8901 -2.2895 -0.3746 -0.73
H 1.6210 -1.7152 1.1004 0.21
H 2.3197 -1.7996 -0.4533 0.32
H 1.4562 -3.2140 0.0541 0.31
```